Below is 2 unconnected molecules or ions with the total composition C4H10OSi2 at a distorted geometry, with properties calculated with ωB97M-V/def2-TZVPD.

```
! wB97M-V def2-TZVPD RIJCOSX def2/J DEFGRID3
* xyz 0 1
Si -0.0137 0.7698 -0.3541
Si 0.2403 -2.0075 -1.8431
O 0.4127 1.8827 -1.5496
C 1.7436 -0.4219 1.5478
C -2.2301 0.5332 1.3517
C 1.4955 0.6100 0.7443
C -1.5831 1.3127 0.5127
H 2.1718 1.4150 0.6587
H -0.6519 -1.6461 -2.9362
H 1.5668 -1.9781 -2.4001
H -1.7344 -0.4938 1.6913
H -2.0667 2.3272 0.1908
H 2.8018 -0.5704 1.8201
H 0.0057 -3.0484 -0.8674
H 1.0984 -1.3175 1.8743
H -3.1184 0.8387 1.9644
H -0.1383 1.7945 -2.4056
*
```

Computed properties:
- Energy: -22109.7149 eV
- ΔE to the lowest compared entry with this formula, charge and spin: 60.4 kcal per mole
- Orbital gap: 7.68 eV

Atomic partial charges in e from the Mulliken method, atoms 1 to 2:
1 Si 0.14
2 Si 0.38



Below is 2 unconnected molecules or ions with the total composition C4H10OSi2 at a distorted geometry, with properties calculated with ωB97M-V/def2-TZVPD.

```
! wB97M-V def2-TZVPD RIJCOSX def2/J DEFGRID3
* xyz 0 1
Si -0.9367 1.5425 2.2602
Si 0.3959 -1.3469 -1.8986
O 0.0475 0.1717 -1.2979
C 2.1974 -1.5929 -2.5757
C -2.3390 0.4316 1.8098
C 3.0407 -0.6304 -2.1530
C -2.3618 -0.6639 1.0614
H -1.3044 2.9543 2.0920
H 4.0964 -0.6121 -2.3366
H 0.2409 1.5564 1.4742
H 2.7570 0.2109 -1.6174
H -3.3284 0.8644 2.2410
H -3.3549 -1.2457 0.8824
H 0.5552 0.9457 -1.0196
H -1.6215 -1.2832 0.4570
H 2.6092 -2.5082 -3.0533
H -0.6935 1.2059 3.6741
*
```

Computed properties:
- Energy: -22109.6019 eV
- ΔE to the lowest compared entry with this formula, charge and spin: 63.0 kcal per mole
- Orbital gap: 7.95 eV

Atomic partial charges in e from the Mulliken method, atoms 1 to 2:
1 Si 0.47
2 Si -0.04



Below is a gas-phase ion, C4H10P (charge +1) at a distorted geometry, with properties calculated with ωB97M-V/def2-TZVPD.

```
! wB97M-V def2-TZVPD RIJCOSX def2/J DEFGRID3
* xyz 1 1
P -0.0216 0.0398 0.0749
C -1.0538 -1.4080 0.0067
C 1.4283 -0.0784 -0.9908
C -1.1724 1.4811 0.0623
C 1.5686 -0.1056 0.7282
H 1.8975 0.8836 0.9990
H -1.8255 -1.2635 0.7222
H -1.5900 1.7374 -0.9711
H 1.7384 -0.9467 1.3360
H -2.0239 1.2390 0.7077
H -0.5985 2.3420 0.3434
H -1.4513 -1.6391 -0.9876
H 1.8455 -1.0537 -1.3456
H 1.8204 0.9931 -1.3274
H -0.5228 -2.2736 0.3845
*
```

Computed properties:
- Energy: -13590.6008 eV
- ΔE to the lowest compared entry with this formula, charge and spin: 14.1 kcal per mole
- Orbital gap: 12.48 eV

Atomic partial charges in e from the Mulliken method, atoms 1 to 2:
1 P 0.75
2 C -1.11



Below is 2 unconnected molecules or ions with the total composition C4H10P2 at a distorted geometry, with properties calculated with ωB97M-V/def2-TZVPD.

```
! wB97M-V def2-TZVPD RIJCOSX def2/J DEFGRID3
* xyz 0 1
P 2.7110 1.1226 -0.8651
P -0.0138 -0.3814 0.3908
C -0.7012 1.3082 0.8352
C -1.6995 -1.2980 0.0706
C 3.3582 0.1778 0.3174
C 0.5446 -0.0194 -1.3079
H -1.2365 1.0919 1.8234
H -0.1237 0.7027 -1.7237
H -2.6480 -0.8341 -0.1775
H 0.1568 2.0224 0.9147
H -1.4199 1.8389 0.1467
H -1.9730 -1.6961 1.0888
H 4.3640 0.4481 0.8900
H 0.7252 -1.0096 -1.8080
H -1.5554 -2.1828 -0.4144
H 2.8391 -0.6538 0.6793
*
```

Computed properties:
- Energy: -22884.1927 eV
- ΔE to the lowest compared entry with this formula, charge and spin: 35.1 kcal per mole
- Orbital gap: 8.74 eV

Atomic partial charges in e from the Mulliken method, atoms 1 to 2:
1 P 0.07
2 P 0.19



Below is 2 unconnected molecules or ions with the total composition C4H10P2 at a distorted geometry, with properties calculated with ωB97M-V/def2-TZVPD.

```
! wB97M-V def2-TZVPD RIJCOSX def2/J DEFGRID3
* xyz 0 1
P -0.0966 3.8532 -1.1017
P 0.0610 -0.3338 0.1697
C -0.4779 -1.3142 -1.2495
C 1.9254 -0.5101 0.0550
C -0.4729 -1.2205 1.6147
C -1.4955 3.3450 -1.4648
H 0.3143 -1.1318 2.4944
H -2.5608 3.2500 -1.5207
H 2.4030 -0.9040 0.9452
H -1.5152 -1.5193 -1.1130
H 2.4232 0.4724 -0.2556
H 0.0818 0.9573 0.8176
H -0.8908 -2.2391 1.4300
H 2.0309 -1.3208 -0.6993
H -1.2996 -0.6198 1.9974
H -0.4302 -0.7646 -2.1194
*
```

Computed properties:
- SMILES string: C=[PH](C)C.C#P
- Energy: -22882.9265 eV
- ΔE to the lowest compared entry with this formula, charge and spin: 64.3 kcal per mole
- Orbital gap: 8.15 eV

Atomic partial charges in e from the Mulliken method, atoms 1 to 2:
1 P -0.29
2 P 0.69



Below is a single C4H10S molecule at a distorted geometry, with properties calculated with ωB97M-V/def2-TZVPD.

```
! wB97M-V def2-TZVPD RIJCOSX def2/J DEFGRID3
* xyz 0 1
S -1.3473 -0.5011 -0.5086
C 0.7781 0.6786 0.8926
C 0.5258 2.1739 0.6685
C -1.3105 -2.2855 -0.8134
C 0.4367 -0.1015 -0.3606
H 0.6079 2.8000 1.5523
H 0.7691 0.4239 -1.2536
H -2.0188 -2.5607 -1.5913
H -1.5888 -2.8715 0.0577
H 1.8443 0.5640 1.0945
H 1.0701 2.5416 -0.2046
H -0.3140 -2.4905 -1.1932
H 0.9243 -1.0755 -0.3517
H -0.5028 2.3346 0.3058
H 0.1258 0.3698 1.7056
*
```

Computed properties:
- SMILES string: CCCSC
- Energy: -15145.0963 eV
- ΔE to the lowest compared entry with this formula, charge and spin: 6.3 kcal per mole
- Orbital gap: 9.59 eV

Atomic partial charges in e from the Mulliken method, atoms 1 to 2:
1 S -0.09
2 C -0.27



Below is 2 unconnected molecules or ions with the total composition C4H10S, with properties calculated with ωB97M-V/def2-TZVPD.

```
! wB97M-V def2-TZVPD RIJCOSX def2/J DEFGRID3
* xyz 0 1
S 0.4685 -2.8180 -0.1866
C -0.6537 0.5437 -0.0236
C 1.4247 0.8636 1.3034
C 0.5319 1.1100 0.1328
C -1.5850 0.8416 -1.1607
H 2.4178 0.5313 0.9971
H 0.9858 0.1265 1.9741
H -0.2993 -3.4446 -1.0877
H 0.7307 -3.9732 0.4389
H 0.8940 1.7552 -0.6598
H -1.1577 1.6050 -1.8094
H 1.5886 1.7783 1.8756
H -2.5137 1.2691 -0.7836
H -1.0168 -0.1410 0.7362
H -1.8160 -0.0474 -1.7466
*
```

Computed properties:
- SMILES string: C/C=C/C.S
- Energy: -15144.7092 eV
- ΔE to the lowest compared entry with this formula, charge and spin: 15.2 kcal per mole
- Orbital gap: 9.89 eV

Atomic partial charges in e from the Mulliken method, atoms 1 to 2:
1 S -0.29
2 C -0.08



Below is 2 unconnected molecules or ions with the total composition C4H10S at a distorted geometry, with properties calculated with ωB97M-V/def2-TZVPD.

```
! wB97M-V def2-TZVPD RIJCOSX def2/J DEFGRID3
* xyz 0 1
S 0.9336 -0.5978 0.5060
C -1.1297 2.9056 -1.7411
C -0.0180 -0.5769 2.0896
C -0.4409 1.7670 -1.8278
C 1.0789 -2.3570 0.3263
H -0.2919 0.4590 2.2695
H 1.1363 -2.5612 -0.7463
H -1.0149 0.8361 -1.8293
H 0.6926 -0.9882 2.7975
H -0.6525 3.8217 -1.4199
H -2.2030 2.8125 -1.8223
H 0.2887 -3.0450 0.6525
H 0.5899 1.4941 -2.0074
H -0.9195 -1.1605 1.9386
H 1.9504 -2.8093 0.8141
*
```

Computed properties:
- SMILES string: C=C.CSC
- Energy: -15143.7052 eV
- ΔE to the lowest compared entry with this formula, charge and spin: 38.3 kcal per mole
- Orbital gap: 9.57 eV

Atomic partial charges in e from the Mulliken method, atoms 1 to 2:
1 S -0.04
2 C -0.45